*P*
Below is a single C4H9NO2 molecule, with properties calculated with wB97M-V/def2-TZVPD.

Last column: natural (NBO) charge in e.
Positions of all 16 atoms, in Å:
C1 1.2136 0.6507 -1.6054  -0.617
C2 -0.1401 0.2466 -1.0441  0.110
O1 -0.2442 -1.1569 -1.1822  -0.729
C3 -0.2665 0.6911 0.4424  -0.528
C4 -0.9243 -0.4088 1.2527  0.692
O2 -2.0260 -0.8497 0.9505  -0.651
N1 -0.2182 -0.8930 2.3076  -0.811
H1 2.0158 0.2289 -0.9857  0.204
H2 1.3216 1.7410 -1.6187  0.209
H3 1.3259 0.2701 -2.6243  0.224
H4 -0.9381 0.7340 -1.6258  0.164
H5 -1.1167 -1.4028 -0.8339  0.490
H6 0.7169 0.9502 0.8505  0.201
H7 -0.8948 1.5855 0.5234  0.241
H8 -0.5799 -1.7199 2.7621  0.404
H9 0.7550 -0.6671 2.4309  0.396

LUMO energy = 0.87 eV
SMILES string = C[C@@H](O)CC(N)=O
Orbital gap = 11.0 eV
HOMO = -10.0864 eV
Molar mass = 103.12 g mol⁻¹

*Q*
Below is 2 unconnected molecules or ions with the total composition C4H9NO2, with properties calculated with wB97M-V/def2-TZVPD.

Last column: natural (NBO) charge in e.
Positions of all 16 atoms, in Å:
C1 1.6747 0.5416 -1.4292  0.309
C2 -1.1616 -0.0555 -0.7241  -0.651
O1 1.6172 1.6067 -0.8358  -0.544
H1 0.5653 1.7259 0.3674  0.496
H2 1.6192 0.4882 -2.5236  0.132
H3 1.8816 -0.4090 -0.9187  0.136
H4 -1.7570 0.7650 -1.1116  0.221
H5 -1.8026 -0.9096 -0.5382  0.207
H6 -0.4800 -0.4233 -1.4855  0.192
C3 -0.7054 0.3103 0.8902  0.061
C4 0.2285 -0.7819 1.3459  0.106
N1 -0.0444 -1.9907 1.5596  -0.609
O2 -0.2115 1.5696 1.0388  -0.731
H7 -1.0323 -2.2184 1.4342  0.325
H8 -1.6539 0.2520 1.4392  0.189
H9 1.2622 -0.4708 1.4915  0.163

LUMO energy = -0.10 eV
SMILES string = [H]/N=C\[C@H](C)O.C=O
Orbital gap = 9.3 eV
HOMO = -9.4396 eV
Molar mass = 103.12 g mol⁻¹

*R*
Below is 2 unconnected molecules or ions with the total composition C4H9NO2, with properties calculated with wB97M-V/def2-TZVPD.

Last column: natural (NBO) charge in e.
Positions of all 16 atoms, in Å:
C1 -0.6735 2.6507 1.2046  -0.244
O1 -0.4432 1.5599 0.3496  -0.543
C2 0.3372 0.5527 0.9299  -0.139
C3 0.2599 -0.6729 0.0568  0.120
N1 -0.4758 -0.7796 -0.9677  -0.617
C4 0.4852 -2.9630 -2.0121  0.300
O2 0.8153 -3.6174 -1.0514  -0.555
H1 -1.2399 2.3435 2.0965  0.169
H2 0.2681 3.1186 1.5277  0.168
H3 -1.2597 3.3799 0.6414  0.198
H4 -0.0207 0.2996 1.9429  0.187
H5 1.3904 0.8676 1.0305  0.186
H6 0.8934 -1.5232 0.3333  0.188
H7 1.1619 -2.2232 -2.4796  0.108
H8 -1.0038 0.0886 -1.0948  0.358
H9 -0.4948 -3.0819 -2.5075  0.116

LUMO energy = 0.85 eV
SMILES string = [H]/N=C\COC.C=O
Orbital gap = 10.4 eV
HOMO = -9.5188 eV
Molar mass = 103.12 g mol⁻¹

*S*
Below is a single C4H9NO2 molecule, with properties calculated with wB97M-V/def2-TZVPD.

Last column: natural (NBO) charge in e.
Positions of all 16 atoms, in Å:
C1 2.1212 -0.2068 -1.3200  -0.422
N1 0.7958 0.1173 -0.8121  -0.545
C2 0.6693 0.4496 0.3988  0.454
O1 -0.1427 1.5029 0.8074  -0.529
C3 -1.4019 1.0456 0.4400  -0.085
C4 -1.4558 -0.6631 0.6698  -0.159
O2 -1.5326 -1.3101 -0.5754  -0.733
H1 2.2982 -1.2533 -1.5778  0.201
H2 2.2286 0.3831 -2.2409  0.215
H3 2.9015 0.1331 -0.6286  0.183
H4 1.2542 0.1334 1.2612  0.156
H5 -2.1738 1.7229 0.8826  0.199
H6 -1.5278 0.9859 -0.6371  0.192
H7 -0.8953 -1.3476 1.3813  0.195
H8 -2.4327 -0.6110 1.0946  0.192
H9 -0.7072 -1.1147 -1.0579  0.486

LUMO energy = 0.76 eV
SMILES string = C/N=C/OCCO
Orbital gap = 10.3 eV
HOMO = -9.5660 eV
Molar mass = 103.12 g mol⁻¹

Energy comparison, zero being the most stable, in hartree: *P* 0.0000; *Q* 0.1092; *R* 0.0935; *S* 0.1477.

*P*
Below is a single C4H9NO2 molecule, with properties calculated with wB97M-V/def2-TZVPD.

Last column: natural (NBO) charge in e.
Positions of all 16 atoms, in Å:
C1 -0.1975 1.2951 -1.6497  -0.464
N1 -1.4085 1.0919 -0.8773  -0.502
C2 -1.7116 0.2099 -0.0323  0.407
O1 -1.1234 -0.8674 0.5656  -0.532
C3 0.1900 -1.3862 0.3654  -0.097
C4 1.1870 -0.6973 1.2860  -0.088
O2 1.3527 0.6761 1.0083  -0.710
H1 0.7469 1.0889 -1.1277  0.208
H2 -0.2377 0.7045 -2.5752  0.202
H3 -0.1795 2.3467 -1.9604  0.203
H4 -2.7150 0.2531 0.3941  0.162
H5 0.1030 -2.4350 0.6788  0.198
H6 0.4827 -1.3538 -0.6909  0.186
H7 0.8495 -0.8588 2.3238  0.168
H8 2.1698 -1.1688 1.1626  0.187
H9 0.4919 1.1011 1.1290  0.471

LUMO energy = 0.84 eV
SMILES string = C/N=C\OCCO
Orbital gap = 10.3 eV
HOMO = -9.4910 eV
Molar mass = 103.12 g mol⁻¹

*Q*
Below is a single C4H9NO2 molecule, with properties calculated with wB97M-V/def2-TZVPD.

Last column: natural (NBO) charge in e.
Positions of all 16 atoms, in Å:
C1 -2.0139 0.7540 0.7879  -0.626
C2 -1.7268 -0.6299 0.2109  -0.222
N1 -0.5161 -0.5984 -0.5867  -0.625
C3 0.6558 -0.3385 0.0703  0.880
O1 1.0381 -0.8518 1.0964  -0.629
O2 1.4020 0.5028 -0.6738  -0.535
C4 2.7738 0.1278 -0.6895  -0.254
H1 -2.0944 1.5054 -0.0091  0.202
H2 -2.9432 0.7484 1.3597  0.215
H3 -1.2019 1.0688 1.4555  0.216
H4 -1.5707 -1.3656 1.0056  0.219
H5 -2.5397 -0.9764 -0.4349  0.198
H6 -0.5611 -0.0450 -1.4299  0.388
H7 3.1652 0.5307 -1.6219  0.190
H8 3.3071 0.5307 0.1760  0.192
H9 2.8258 -0.9630 -0.7166  0.190

LUMO energy = 0.95 eV
SMILES string = CCNC(=O)OC
Orbital gap = 10.9 eV
HOMO = -9.9525 eV
Molar mass = 103.12 g mol⁻¹

*R*
Below is a single C4H9NO2 molecule, with properties calculated with wB97M-V/def2-TZVPD.

Last column: natural (NBO) charge in e.
Positions of all 16 atoms, in Å:
C1 0.7679 -0.5421 1.0147  -0.532
C2 1.6160 -0.8976 -0.2233  -0.067
O1 2.4996 0.1326 -0.6065  -0.725
C3 -0.6789 -0.2410 0.6603  0.670
N1 -0.8815 0.6955 -0.2814  -0.620
C4 -2.2349 1.0370 -0.6647  -0.411
O2 -1.6079 -0.8257 1.2018  -0.631
H1 0.7236 -1.3793 1.7024  0.239
H2 1.2205 0.3521 1.4526  0.230
H3 0.9640 -1.0407 -1.0937  0.182
H4 2.1142 -1.8642 -0.0927  0.172
H5 3.2981 0.1011 -0.0764  0.470
H6 -0.0906 1.1785 -0.6722  0.403
H7 -2.2030 1.6965 -1.5217  0.202
H8 -2.7506 0.1277 -0.9872  0.211
H9 -2.7563 1.4696 0.1879  0.206

LUMO energy = 0.76 eV
SMILES string = CNC(=O)CCO
Orbital gap = 10.3 eV
HOMO = -9.5481 eV
Molar mass = 103.12 g mol⁻¹

*S*
Below is a single C4H9NO2 molecule, with properties calculated with wB97M-V/def2-TZVPD.

Last column: natural (NBO) charge in e.
Positions of all 16 atoms, in Å:
C1 -1.1725 0.7927 0.3332  -0.479
C2 -2.0185 -0.3557 -0.2462  -0.229
N1 -0.7938 -1.1025 -0.6188  -0.652
C3 0.0589 -0.1275 0.0818  0.660
O1 0.6518 -0.6359 1.2390  -0.718
O2 1.0632 0.3666 -0.7436  -0.541
C4 2.4015 0.3207 -0.2605  -0.250
H1 -1.3709 1.0993 1.3665  0.205
H2 -0.0574 -0.9253 1.8260  0.480
H3 -1.1527 1.6738 -0.3112  0.225
H4 -2.6064 -0.9102 0.4967  0.181
H5 -2.6744 -0.0982 -1.0832  0.192
H6 -0.6054 -1.0577 -1.6158  0.372
H7 3.0309 0.6187 -1.1022  0.189
H8 2.5548 1.0229 0.5669  0.175
H9 2.6908 -0.6817 0.0715  0.190

LUMO energy = 0.94 eV
SMILES string = CO[C@@]1(O)CCN1
Orbital gap = 10.0 eV
HOMO = -9.0635 eV
Molar mass = 103.12 g mol⁻¹

Energy comparison, zero being the most stable, in hartree: *P* 0.0631; *Q* 0.0000; *R* 0.0077; *S* 0.0578.

*P*
Below is 2 unconnected molecules or ions with the total composition C4H9NO2, with properties calculated with wB97M-V/def2-TZVPD.

Last column: natural (NBO) charge in e.
Positions of all 16 atoms, in Å:
C1 -2.4102 0.4868 -0.2897  -0.445
N1 -1.9671 -0.7627 0.3118  -0.522
C2 -1.3100 -0.6246 1.3988  -0.043
C3 0.7059 0.1368 0.2790  0.463
O1 0.5635 -0.7347 -0.7007  -0.715
O2 1.8971 0.6732 0.3062  -0.500
C4 2.9193 0.2371 -0.6074  -0.291
H1 -2.4195 1.3295 0.4216  0.178
H2 -3.4065 0.3827 -0.7361  0.206
H3 -1.7010 0.7478 -1.0930  0.196
H4 -0.3686 -1.0841 -0.6065  0.526
H5 -0.8667 -1.5231 1.8402  0.180
H6 -1.1559 0.3249 1.9230  0.177
H7 3.8274 0.7475 -0.2816  0.200
H8 2.6564 0.5107 -1.6349  0.196
H9 3.0359 -0.8479 -0.5305  0.196

LUMO energy = 0.95 eV
Orbital gap = 9.8 eV
HOMO = -8.8121 eV
Molar mass = 103.12 g mol⁻¹

*Q*
Below is a single C4H9NO2 molecule, with properties calculated with wB97M-V/def2-TZVPD.

Last column: natural (NBO) charge in e.
Positions of all 16 atoms, in Å:
C1 -1.7481 0.1309 -0.5172  -0.617
C2 -0.4563 0.4848 0.2058  -0.296
C3 -0.1612 -0.2907 1.4926  -0.066
O1 1.1522 -0.6367 1.0362  -0.543
C4 0.9114 -0.0873 -0.2720  0.643
O2 0.8720 -1.0470 -1.2719  -0.704
N1 1.9434 0.8305 -0.6313  -0.846
H1 -2.6065 0.4560 0.0863  0.223
H2 -1.8239 0.6078 -1.5001  0.225
H3 -1.8650 -0.9554 -0.6501  0.190
H4 0.0236 -1.5069 -1.2228  0.475
H5 -0.3666 1.5678 0.3301  0.224
H6 -0.1545 0.2761 2.4302  0.180
H7 -0.7921 -1.1822 1.6230  0.162
H8 2.5432 0.3841 -1.3159  0.376
H9 2.5284 0.9681 0.1769  0.375

LUMO energy = 0.87 eV
SMILES string = C[C@H]1CO[C@@]1(N)O
Orbital gap = 10.6 eV
HOMO = -9.7316 eV
Molar mass = 103.12 g mol⁻¹

Energy comparison, zero being the most stable, in hartree: *P* 0.0925; *Q* 0.0000.

*P*
Below is a single C4H9NO2 molecule, with properties calculated with wB97M-V/def2-TZVPD.

Last column: natural (NBO) charge in e.
Positions of all 16 atoms, in Å:
O1 -2.3167 -2.2003 -1.5216  -0.589
C1 -2.0248 -1.5089 -0.5785  0.531
N1 -0.7055 -1.1437 -0.3534  -0.639
C2 -0.3975 -0.4932 0.9294  -0.222
C3 0.7824 0.5192 0.8637  -0.425
C4 1.0124 1.0331 -0.5849  -0.065
O2 2.1314 1.9136 -0.5559  -0.724
H1 -2.7433 -1.0263 0.1080  0.115
H2 0.0784 -1.5365 -0.8345  0.404
H3 -1.2567 0.0281 1.3419  0.199
H4 -0.1492 -1.2747 1.6689  0.183
H5 1.6574 -0.0128 1.2124  0.210
H6 0.5717 1.3664 1.5262  0.213
H7 1.3445 0.1824 -1.2089  0.156
H8 0.1305 1.3854 -1.1213  0.181
H9 1.8849 2.7680 -0.8916  0.472

LUMO energy = 0.74 eV
SMILES string = O=CNCCCO
Orbital gap = 10.4 eV
HOMO = -9.6566 eV
Molar mass = 103.12 g mol⁻¹

*Q*
Below is a single C4H9NO2 molecule, with properties calculated with wB97M-V/def2-TZVPD.

Last column: natural (NBO) charge in e.
Positions of all 16 atoms, in Å:
C1 0.0748 -0.9746 -0.1534  -0.020
C2 0.1919 0.4613 0.4414  -0.047
C3 -0.6826 1.4495 -0.3259  -0.623
N1 -0.2353 0.4230 1.8311  -0.833
C4 1.1629 -1.1351 -1.1974  0.422
O1 -1.2015 -1.1850 -0.7035  -0.709
O2 2.3269 -1.2724 -0.9531  -0.513
H1 -1.3649 -2.1230 -0.7809  0.477
H2 0.2797 -1.6759 0.6661  0.189
H3 1.2524 0.7558 0.3389  0.178
H4 -0.3367 1.3661 2.1902  0.359
H5 0.4430 -0.0634 2.4042  0.358
H6 0.7858 -1.0911 -2.2304  0.107
H7 -0.6636 1.2317 -1.3986  0.219
H8 -0.3250 2.4699 -0.1615  0.208
H9 -1.7079 1.3632 0.0328  0.228

LUMO energy = 0.74 eV
SMILES string = C[C@@H](N)[C@@H](O)C=O
Orbital gap = 10.2 eV
HOMO = -9.4989 eV
Molar mass = 103.12 g mol⁻¹

*R*
Below is 2 unconnected molecules or ions with the total composition C4H9NO2, with properties calculated with wB97M-V/def2-TZVPD.

Last column: natural (NBO) charge in e.
Positions of all 16 atoms, in Å:
C1 0.1537 -2.1215 1.2339  -0.431
N1 -0.0658 -0.7811 1.7579  -0.615
C2 -1.2273 -0.2516 1.4830  -0.054
C3 -0.5483 0.7524 -0.3396  0.551
O1 0.7023 0.6742 -0.0759  -0.693
O2 -0.8491 1.3699 -1.4564  -0.495
C4 0.2203 1.8865 -2.2734  -0.284
H1 -0.7772 -2.6183 0.9174  0.175
H2 0.6364 -2.7479 1.9918  0.204
H3 0.8216 -2.0831 0.3609  0.187
H4 0.6876 0.1216 0.8710  0.498
H5 -1.4889 0.7009 1.9404  0.193
H6 -2.0672 -0.8367 1.0999  0.174
H7 -0.2605 2.2584 -3.1773  0.199
H8 0.9330 1.0940 -2.5115  0.197
H9 0.7372 2.6921 -1.7469  0.195

LUMO energy = 0.95 eV
Orbital gap = 9.5 eV
HOMO = -8.5674 eV
Molar mass = 103.12 g mol⁻¹

Energy comparison, zero being the most stable, in hartree: *P* 0.0000; *Q* 0.0053; *R* 0.0938.

*P*
Below is a single C4H9NO2 molecule, with properties calculated with wB97M-V/def2-TZVPD.

Last column: natural (NBO) charge in e.
Positions of all 16 atoms, in Å:
C1 -2.2092 -0.2225 -0.2487  -0.635
C2 -0.7261 0.3865 -0.5622  0.097
O1 -0.2455 1.6741 -0.1095  -0.732
C3 0.0807 -0.7375 0.0420  -0.509
C4 1.8131 -0.6627 0.2916  0.693
O2 2.5640 -1.6195 0.2485  -0.606
N1 2.2878 0.5684 0.7050  -0.864
H1 -2.5672 -0.2613 0.7952  0.218
H2 -2.3748 -1.2576 -0.6476  0.226
H3 -2.8629 0.4036 -0.8259  0.214
H4 -0.7216 0.4944 -1.6564  0.167
H5 0.6108 1.7998 -0.6562  0.476
H6 -0.2730 -0.8418 1.0742  0.219
H7 -0.1515 -1.6298 -0.5441  0.232
H8 3.1812 0.6371 1.1955  0.405
H9 1.5942 1.2688 0.8986  0.399

LUMO energy = 0.68 eV
SMILES string = C[C@@H](O)CC(N)=O
Orbital gap = 10.2 eV
HOMO = -9.5102 eV
Molar mass = 103.12 g mol⁻¹

*Q*
Below is a single C4H9NO2 molecule, with properties calculated with wB97M-V/def2-TZVPD.

Last column: natural (NBO) charge in e.
Positions of all 16 atoms, in Å:
C1 1.5125 -0.0467 -1.1627  -0.449
N1 1.7858 0.3691 0.2193  -0.645
C2 1.1328 0.7781 1.3225  0.317
O1 -0.1932 0.9656 1.2955  -0.539
C3 -1.1506 0.7893 0.2375  -0.117
C4 -1.7739 -0.5925 0.3712  -0.088
O2 -0.8244 -1.6334 0.2637  -0.719
H1 2.2371 -0.8204 -1.4327  0.208
H2 0.5281 -0.4938 -1.2496  0.228
H3 1.6268 0.7881 -1.8621  0.197
H4 2.7697 0.3185 0.4365  0.397
H5 -1.9173 1.5536 0.4081  0.199
H6 -0.7095 0.9619 -0.7463  0.179
H7 -2.3160 -0.6459 1.3272  0.173
H8 -2.5013 -0.7460 -0.4325  0.185
H9 -0.2067 -1.5454 1.0045  0.475

LUMO energy = 0.84 eV
Orbital gap = 9.1 eV
HOMO = -8.2876 eV
Molar mass = 103.12 g mol⁻¹

*R*
Below is a single C4H9NO2 molecule, with properties calculated with wB97M-V/def2-TZVPD.

Last column: natural (NBO) charge in e.
Positions of all 16 atoms, in Å:
N1 -1.8786 0.2027 -0.9628  -0.839
C1 -0.5223 0.4597 -0.6086  0.630
O1 -0.1048 1.5732 -1.3542  -0.722
C2 -0.3682 0.6373 0.9187  -0.458
C3 0.3842 -0.6186 1.3522  -0.426
C4 1.2838 -0.8197 0.1452  -0.070
O2 0.3986 -0.6055 -0.9514  -0.560
H1 -1.9821 0.0795 -1.9638  0.375
H2 -2.2632 -0.5948 -0.4686  0.364
H3 0.2303 1.5372 1.0915  0.225
H4 -1.3386 0.7683 1.4028  0.227
H5 0.9144 -0.5208 2.3022  0.218
H6 -0.2999 -1.4737 1.4153  0.201
H7 2.1103 -0.0875 0.1444  0.158
H8 1.7199 -1.8181 0.0564  0.194
H9 0.6987 1.2548 -1.7867  0.483

LUMO energy = 0.95 eV
SMILES string = N[C@@]1(O)CCCO1
Orbital gap = 10.7 eV
HOMO = -9.6986 eV
Molar mass = 103.12 g mol⁻¹

*S*
Below is 2 unconnected molecules or ions with the total composition C4H9NO2, with properties calculated with wB97M-V/def2-TZVPD.

Last column: natural (NBO) charge in e.
Positions of all 16 atoms, in Å:
C1 -1.8030 0.1123 1.2622  -0.684
C2 -1.7402 -0.5266 -0.0461  0.210
N1 -0.7145 -0.7414 -0.7830  -0.549
C3 0.5483 -0.4273 -0.2723  0.860
O1 0.8680 -0.3903 0.9028  -0.643
O2 1.4311 -0.2756 -1.2644  -0.486
C4 2.7743 -0.0796 -0.8232  -0.260
H1 -0.9715 0.7381 1.5848  0.262
H2 -1.5163 1.7828 -0.3157  -0.023
H3 -2.7770 0.4845 1.6078  0.236
H4 -1.5718 -0.9958 1.5075  0.287
H5 -2.6879 -0.9834 -0.3342  0.192
H6 -1.1782 1.3961 -0.8523  0.016
H7 3.3755 -0.0305 -1.7305  0.195
H8 2.8635 0.8481 -0.2515  0.191
H9 3.0998 -0.9112 -0.1920  0.195

LUMO energy = 0.86 eV
SMILES string = C/C=N\C(=O)OC.[H][H]
Orbital gap = 10.6 eV
HOMO = -9.7496 eV
Molar mass = 103.12 g mol⁻¹

Energy comparison, zero being the most stable, in hartree: *P* 0.0403; *Q* 0.0965; *R* 0.0000; *S* 0.0909.